1.
C5H13BrN2P | ωB97M-V with the def2-TZVPD basis set

Each line ends with the natural charge from an NBO analysis.
Positions of all 22 atoms, in Å:
C -0.266 -2.879 0.467  -0.4202
N -0.117 -1.399 0.338  -0.7193
C 0.007 -1.017 -1.070  -0.2675
C 0.416 0.442 -1.205  -0.2012
N 0.152 1.139 0.144  -0.4073
C 1.343 0.965 1.061  -0.4113
C -0.584 2.431 0.120  -0.3926
P -1.082 -0.058 1.147  1.1085
Br -2.889 0.094 -0.168  -0.1923
H 0.658 -3.320 -0.186  0.2312
H -0.346 -3.113 1.564  0.2390
H -1.226 -3.108 -0.134  0.2028
H -0.822 -1.084 -1.737  0.2132
H 0.731 -1.620 -1.404  0.2203
H 1.406 0.694 -1.367  0.2205
H -0.208 1.092 -1.844  0.2249
H 1.740 1.902 1.240  0.2251
H 1.134 0.500 1.974  0.2289
H 2.053 0.359 0.626  0.2316
H -0.731 2.641 1.083  0.2135
H 0.077 3.131 -0.297  0.2251
H -1.446 2.209 -0.352  0.2270

* electronic energy: -87699.2864 eV
* HOMO level: -13.41 eV
* total charge: +1
* relative energy (zero: lowest compared OMol25 entry of this formula, charge and spin): 18.01 kcal per mole
* frontier orbital gap: 0.351 hartree
* SMILES: CN1CC[N+](C)(C)P1Br
* LUMO energy: -0.142 hartree



2.
C8H18AlF4NO | ωB97M-V with the def2-TZVPD basis set

Each line ends with the natural charge from an NBO analysis.
Positions of all 33 atoms, in Å:
C -0.933 0.561 2.059  -0.6165
C -0.988 -0.554 1.008  -0.2477
C -2.463 -0.821 0.620  -0.6048
C -0.287 -0.072 -0.253  -0.2494
N 1.226 0.056 -0.185  -0.3434
C 1.827 -0.095 -1.562  -0.2475
C 1.942 -1.555 -1.977  -0.0977
O 2.626 -2.317 -1.004  -0.5064
C 1.869 -2.287 0.194  -0.0977
C 1.926 -0.878 0.747  -0.2552
H -1.505 1.367 1.606  0.2516
H 0.074 0.935 2.261  0.1894
H -1.433 0.264 2.979  0.2241
H -0.599 -1.497 1.401  0.1938
H -2.829 -1.709 1.136  0.2151
H -3.099 0.019 0.899  0.2425
H -2.580 -1.000 -0.448  0.2116
H -0.609 0.948 -0.448  0.2952
H -0.550 -0.658 -1.130  0.2146
H 1.430 1.015 0.098  0.4476
H 2.813 0.368 -1.541  0.2242
H 1.192 0.451 -2.259  0.2521
H 2.522 -1.593 -2.898  0.2256
H 0.958 -1.989 -2.189  0.1826
H 0.836 -2.568 -0.038  0.1840
H 2.296 -2.994 0.901  0.2244
H 2.973 -0.572 0.761  0.2276
H 1.550 -0.781 1.762  0.2446
F -3.479 3.193 0.277  -0.7792
Al -2.061 3.635 -0.513  2.1502
F -0.796 3.653 0.621  -0.7916
F -2.212 5.104 -1.295  -0.7709
F -1.639 2.374 -1.591  -0.7929

* electronic energy: -29600.0545 eV
* HOMO level: -11.14 eV
* frontier orbital gap: 0.402 hartree
* LUMO energy: -0.008 hartree



3.
C8H10S | ωB97M-V with the def2-TZVPD basis set

Each line ends with the natural charge from an NBO analysis.
Positions of all 19 atoms, in Å:
C 2.523 0.777 -1.590  -0.4021
C 1.581 -0.077 -1.033  -0.1575
S 2.029 -1.782 -1.129  0.2667
C 1.453 -2.238 0.474  -0.3549
C 0.710 -1.240 0.989  -0.2470
C 0.372 -0.111 0.059  -0.0861
C -0.971 0.415 0.157  0.1017
C -1.908 0.224 1.329  -0.6600
C -1.696 1.246 -0.802  -0.6557
H 3.517 0.419 -1.942  0.2185
H 2.488 1.794 -1.452  0.1974
H 1.697 -3.116 0.966  0.2294
H 0.282 -1.247 1.952  0.2164
H -2.772 -0.278 0.926  0.2200
H -2.281 1.194 1.676  0.2183
H -1.697 -0.408 2.248  0.2216
H -2.384 0.654 -1.293  0.2296
H -0.859 1.720 -1.389  0.2278
H -2.083 2.052 -0.146  0.2157

* electronic energy: -19289.8456 eV
* HOMO level: -7.46 eV
* relative energy (zero: lowest compared OMol25 entry of this formula, charge and spin): 87.35 kcal per mole
* frontier orbital gap: 0.294 hartree
* SMILES: C=c1sccc1=C(C)C
* LUMO energy: 0.020 hartree



4.
C10H22INSi | ωB97M-V with the def2-TZVPD basis set

Each line ends with the natural charge from an NBO analysis.
Positions of all 35 atoms, in Å:
C 0.919 2.221 -1.133  -0.1654
C -0.244 1.711 -0.829  -0.2007
C 4.610 1.777 1.483  -0.6106
C -3.700 -4.047 0.899  -0.6140
C 2.253 1.921 -0.570  -0.4441
C -1.512 2.050 -1.688  -0.5050
C 3.665 0.569 1.150  -0.4030
C 2.245 1.113 0.763  -0.3885
C -2.044 0.995 -2.349  -0.3252
C -3.612 -2.893 -0.064  -0.8389
N -3.746 -0.141 -0.375  -0.9244
Si -2.840 -1.259 0.610  1.2248
I -4.080 1.605 0.496  0.4712
H 0.903 2.935 -1.963  0.1937
H -0.495 0.977 0.016  0.1989
H 5.598 1.357 1.621  0.2126
H 4.329 2.309 2.515  0.1942
H 4.399 2.628 0.687  0.2075
H -4.301 -4.838 0.446  0.2171
H -2.656 -4.574 1.135  0.1999
H -3.916 -3.813 2.033  0.2099
H 2.785 2.799 -0.625  0.2043
H 2.650 1.296 -1.304  0.2104
H -1.472 2.959 -2.136  0.2196
H -2.461 2.379 -0.736  0.1360
H 3.561 0.055 2.019  0.2050
H 4.167 0.149 0.256  0.2005
H 1.812 1.750 1.666  0.2020
H 1.541 0.333 0.448  0.2084
H -1.691 -0.136 -2.157  0.1793
H -2.670 1.034 -3.306  0.1948
H -4.537 -2.658 -0.515  0.2356
H -2.911 -3.163 -0.769  0.2262
H -3.145 -1.266 2.116  -0.1751
H -1.306 -1.185 0.216  -0.1572

* electronic energy: -28186.8645 eV
* HOMO level (alpha / beta): -6.64 / -8.93 eV
* 2S+1: 3
* frontier orbital gap (alpha / beta): 0.243 / 0.253 hartree
* LUMO energy (alpha / beta): -0.001 / -0.075 hartree



5.
C5H8O2 | ωB97M-V with the def2-TZVPD basis set

Each line ends with the natural charge from an NBO analysis.
Positions of all 15 atoms, in Å:
C 1.483 0.715 -0.404  -0.6443
C 0.339 0.010 0.306  0.2371
O 0.701 -0.456 1.593  -0.7109
C -1.043 0.718 0.444  -0.4320
C -1.664 -0.465 -0.298  0.0527
O -1.040 -0.508 -1.584  -0.4891
C -0.373 -1.107 -0.480  0.0171
H 1.117 1.426 -1.150  0.2293
H 2.101 1.259 0.319  0.2210
H 2.106 -0.015 -0.928  0.2094
H 1.503 -0.987 1.503  0.4668
H -1.332 0.794 1.494  0.2306
H -1.156 1.680 -0.063  0.2143
H -2.648 -0.909 -0.198  0.2009
H -0.094 -2.155 -0.553  0.1970

* electronic energy: -9407.5191 eV
* HOMO level: -9.80 eV
* relative energy (zero: lowest compared OMol25 entry of this formula, charge and spin): 53.34 kcal per mole
* frontier orbital gap: 0.394 hartree
* SMILES: C[C@@]1(O)C[C@H]2O[C@H]21
* LUMO energy: 0.034 hartree



6.
C3H10O2S2 | ωB97M-V with the def2-TZVPD basis set

Each line ends with the natural charge from an NBO analysis.
Positions of all 17 atoms, in Å:
C -0.779 -0.960 -1.297  -0.4210
C 0.271 -0.523 -2.298  -0.0936
O 1.500 -0.177 -1.681  -0.7370
C -1.181 0.225 -0.355  -0.6721
S -1.398 -0.280 1.309  0.6038
S 0.457 -0.360 2.050  0.1671
H -0.340 -1.761 -0.687  0.2069
H -1.576 -1.494 -1.792  0.2512
H 0.405 -1.098 -3.211  0.2231
H -0.150 0.360 -2.804  0.1896
H 1.979 -0.995 -1.502  0.4974
H -2.066 0.674 -0.811  0.2870
H -0.420 0.987 -0.556  0.3012
H 0.885 0.879 1.698  0.2059
H 1.492 1.421 -1.094  0.4896
H 1.236 2.982 -1.429  0.4880
O 1.475 2.334 -0.759  -0.9870

* electronic energy: -29029.7468 eV
* HOMO level (alpha / beta): -14.51 / -14.51 eV
* 2S+1: 2
* total charge: +1
* relative energy (zero: lowest compared OMol25 entry of this formula, charge and spin): 6.11 kcal per mole
* frontier orbital gap (alpha / beta): 0.369 / 0.229 hartree
* LUMO energy (alpha / beta): -0.164 / -0.304 hartree



7.
C28H32Cl4Ge2MoN2O | ωB97M-V with the def2-TZVPD basis set

Each line ends with the natural charge from an NBO analysis.
Positions of all 70 atoms, in Å:
Mo 2.052 0.332 0.013  1.1039
C -1.632 2.951 -3.547  -0.6072
C -0.491 2.317 -2.745  -0.8713
Ge -1.055 1.672 -0.987  1.8728
C -0.932 3.056 0.370  -0.8738
C -2.273 3.774 0.559  -0.6083
C -2.705 0.635 -1.059  -0.6529
C -2.641 -0.691 -0.958  -0.4370
Ge -0.803 -1.420 -0.813  1.8530
C -0.244 -2.576 0.653  -0.8787
C -1.118 -3.801 0.923  -0.6059
C -0.103 -1.988 -2.555  -0.8732
C -0.897 -3.042 -3.328  -0.6078
C -3.821 -1.586 -1.010  0.0019
C -3.648 -2.958 -1.182  -0.2154
C -4.730 -3.822 -1.252  -0.1973
C -6.018 -3.324 -1.140  -0.2091
C -6.209 -1.960 -0.954  -0.1906
C -5.125 -1.103 -0.888  -0.2187
H -1.290 3.287 -4.527  0.2161
H -2.049 3.821 -3.035  0.2020
H -2.447 2.242 -3.708  0.2065
H 0.320 3.033 -2.599  0.2337
H -0.073 1.465 -3.287  0.2289
H -0.155 3.751 0.044  0.2362
H -0.593 2.612 1.305  0.2570
H -2.627 4.233 -0.368  0.1995
H -2.190 4.569 1.301  0.2195
H -3.047 3.085 0.903  0.2073
H -3.660 1.131 -1.211  0.2181
H -0.163 -1.957 1.544  0.2555
H 0.775 -2.873 0.393  0.2431
H -2.134 -3.520 1.205  0.2124
H -0.697 -4.385 1.742  0.2194
H -1.183 -4.464 0.057  0.1958
H 0.919 -2.333 -2.375  0.2360
H -0.023 -1.072 -3.146  0.2265
H -0.970 -3.981 -2.775  0.1989
H -0.417 -3.270 -4.281  0.2161
H -1.912 -2.704 -3.542  0.2094
H -2.650 -3.369 -1.273  0.2041
H -4.564 -4.883 -1.391  0.2163
H -6.868 -3.991 -1.188  0.2172
H -7.211 -1.564 -0.853  0.2151
H -5.302 -0.048 -0.724  0.2096
Cl 5.818 -0.120 -2.047  0.0038
C 5.994 1.189 -0.921  -0.0710
C 7.222 1.810 -0.809  -0.2165
C 7.381 2.859 0.085  -0.2253
C 6.307 3.271 0.855  -0.2248
C 5.082 2.635 0.741  -0.0688
Cl 3.776 3.222 1.732  0.0031
C 4.876 1.570 -0.155  0.1698
N 3.687 0.916 -0.281  -0.6882
H 8.043 1.468 -1.423  0.2251
H 8.337 3.354 0.179  0.2171
H 6.408 4.087 1.557  0.2261
Cl 4.422 -0.382 3.148  0.0315
C 2.865 -0.266 3.889  -0.0589
C 2.760 -0.332 5.266  -0.2233
C 1.517 -0.217 5.868  -0.2117
C 0.386 -0.036 5.087  -0.2231
C 0.508 0.021 3.712  -0.0643
Cl -0.938 0.256 2.767  -0.0056
C 1.744 -0.097 3.055  0.1532
N 1.860 -0.051 1.700  -0.6467
H 3.654 -0.465 5.858  0.2301
H 1.429 -0.265 6.945  0.2199
H -0.592 0.062 5.537  0.2269
O 0.059 0.228 -0.655  -1.2631

* electronic energy: -199560.2465 eV
* HOMO level (alpha / beta): -6.93 / -6.94 eV
* relative energy (zero: lowest compared OMol25 entry of this formula, charge and spin): 6.75 kcal per mole
* frontier orbital gap (alpha / beta): 0.256 / 0.256 hartree
* LUMO energy (alpha / beta): 0.001 / 0.001 hartree